a.
22
Properties=species:S:1:pos:R:3:lowdin_charge:R:1 method="wB97M-V/def2-TZVPD" homo_ev=-8.3789 e_lumo_ev=0.719 smiles="C=C/C(=C/C)CC.O" gap_ev=9.10
C 0.310 2.974 -1.375 -0.08
C 0.584 1.767 -0.418 -0.21
C -0.399 0.642 -0.604 -0.27
C -0.073 -0.612 -0.942 -0.10
C 1.288 -1.002 -1.391 -0.11
C -2.862 0.258 -0.263 0.01
C -1.762 0.990 -0.118 -0.14
H -0.294 2.638 -2.210 0.07
H 1.267 3.336 -1.755 0.06
H -0.098 3.795 -0.808 0.06
H 0.538 2.152 0.591 0.11
H 1.584 1.386 -0.581 0.09
H -0.792 -1.388 -0.757 0.09
H 1.916 -1.366 -0.573 0.08
H 1.916 -0.262 -1.863 0.06
H 1.305 -1.754 -2.185 0.07
H -3.895 0.560 -0.156 0.05
H -2.784 -0.812 -0.444 0.05
H -1.857 1.981 0.316 0.10
H 1.632 -4.295 3.337 0.03
H 1.215 -3.830 4.683 0.03
O 2.006 -4.067 4.192 -0.06


b.
22
Properties=species:S:1:pos:R:3:lowdin_charge:R:1 method="wB97M-V/def2-TZVPD" homo_ev=-9.4789 e_lumo_ev=1.066 smiles="C=CCCCCCO" gap_ev=10.55
C 0.967 -1.386 0.209 -0.25
O 1.427 -2.730 0.407 -0.08
C 0.653 -1.106 -1.239 -0.20
C 0.077 0.240 -1.637 -0.19
C -1.071 0.809 -0.764 -0.19
C -0.616 1.852 0.269 -0.20
C -0.128 1.319 1.602 -0.18
C -0.806 0.398 2.274 -0.03
H 0.104 -1.313 0.854 0.09
H 1.804 -0.739 0.481 0.12
H 1.639 -3.188 -0.405 0.07
H -0.076 -1.846 -1.632 0.12
H 1.484 -1.416 -1.889 0.12
H 0.800 1.016 -1.565 0.09
H -0.203 0.247 -2.662 0.10
H -1.538 -0.007 -0.252 0.09
H -1.786 1.268 -1.413 0.10
H 0.152 2.471 -0.211 0.10
H -1.426 2.557 0.492 0.11
H 0.790 1.689 2.038 0.10
H -0.469 -0.190 3.106 0.06
H -1.778 0.055 1.939 0.06


c.
22
Properties=species:S:1:pos:R:3:lowdin_charge:R:1 method="wB97M-V/def2-TZVPD" homo_ev="-8.1801 / -8.0045" e_lumo_ev="-0.862 / -1.128" gap_ev="7.32 / 6.88"
C -0.957 1.356 0.256 -0.17
C -1.028 1.571 -1.204 -0.45
C -1.860 0.412 0.928 -0.02
C 0.181 1.926 0.993 -0.03
O 0.194 1.493 -1.726 -0.19
H -1.771 0.859 -1.632 0.13
H -1.571 2.564 -1.299 0.15
H -1.428 -0.592 0.783 0.09
H -1.939 0.581 2.003 0.09
H 0.679 2.696 0.404 0.10
H 0.927 1.140 1.168 0.10
H -0.137 2.273 1.982 0.10
H -2.845 0.391 0.451 0.10
C 2.330 -1.623 0.026 -0.11
C 1.007 -1.500 -0.667 -0.24
C 0.041 -2.414 -0.614 -0.03
H 0.855 -0.587 -1.245 0.07
H 3.146 -1.616 -0.704 0.08
H 2.404 -2.539 0.616 0.07
H 2.509 -0.770 0.689 0.06
H 0.148 -3.335 -0.049 0.05
H -0.887 -2.285 -1.160 0.05


d.
22
Properties=species:S:1:pos:R:3:lowdin_charge:R:1 method="wB97M-V/def2-TZVPD" homo_ev=-9.2183 e_lumo_ev=0.700 smiles="C=C(C)C/C=C/C.O" gap_ev=9.92
C -0.410 1.310 0.718 -0.07
C 1.081 1.087 0.405 -0.32
C 1.863 2.182 0.387 0.02
C 1.501 -0.388 0.387 -0.20
C 0.802 -1.310 -0.447 -0.18
C 1.443 -2.001 -1.392 -0.16
C 0.730 -3.236 -1.952 -0.11
H -1.136 1.075 -0.051 0.07
H -0.490 0.848 1.684 0.08
H -0.533 2.396 0.829 0.07
H 1.539 3.188 0.331 0.03
H 2.982 2.253 0.274 0.07
H 1.610 -0.767 1.397 0.12
H 2.561 -0.476 -0.091 0.14
H -0.168 -1.571 -0.191 0.09
H 2.481 -1.853 -1.618 0.09
H 0.308 -3.115 -3.039 0.10
H -0.126 -3.427 -1.134 0.11
H 1.531 -3.981 -1.900 0.05
H -6.012 3.278 2.236 0.05
H -5.476 2.188 1.185 0.07
O -6.081 2.322 1.984 -0.11


The energy of each structure relative to the most stable one, in kJ/mol, is as follows: a 15.8; b 0.0; c 251.0; d 105.7.


a.
18
Properties=species:S:1:pos:R:3:lowdin_charge:R:1 method="wB97M-V/def2-TZVPD" homo_ev=-9.0898 e_lumo_ev=0.675 smiles=CNCN.O.O gap_ev=9.76
C -1.820 0.131 -1.190 -0.15
N -1.154 -0.520 -0.065 -0.13
C 0.269 -0.227 0.075 -0.34
N 0.859 -0.307 1.409 0.01
H -2.880 0.188 -0.958 0.07
H -1.443 1.144 -1.377 0.07
H -1.773 -0.360 -2.164 0.07
H -1.765 -0.333 0.709 0.08
H 0.562 0.757 -0.306 0.10
H 0.778 -0.995 -0.504 0.11
H 0.415 0.284 2.086 0.06
H 0.768 -1.279 1.658 0.05
H 3.276 2.536 -2.256 0.03
H 4.734 2.932 -2.564 0.04
O 3.809 3.174 -2.755 -0.07
H -1.792 -1.797 3.195 0.02
H -1.483 -2.707 2.027 0.03
O -1.361 -2.621 2.981 -0.06


b.
18
Properties=species:S:1:pos:R:3:lowdin_charge:R:1 method="wB97M-V/def2-TZVPD" homo_ev=-9.2028 e_lumo_ev=0.683 smiles=NCCN.O.O gap_ev=9.89
N -0.197 -1.292 0.309 -0.02
C 0.609 -0.126 0.127 -0.32
C 1.824 0.025 1.100 -0.21
N 2.957 -1.088 0.757 -0.02
H 0.329 -2.171 0.033 0.10
H -0.643 -1.329 1.180 0.04
H 0.992 0.060 -0.891 0.11
H -0.046 0.811 0.236 0.11
H 1.690 -0.166 2.172 0.09
H 2.167 1.008 0.907 0.07
H 3.169 -1.449 1.695 0.04
H 3.667 -0.420 0.449 0.04
H -1.809 2.279 -0.870 0.00
H -2.499 2.332 -2.244 0.07
O -1.790 2.794 -1.680 -0.10
H -4.061 -0.775 -1.484 0.02
H -2.889 -0.431 -0.522 0.07
O -3.467 -0.061 -1.275 -0.09


The energy of each structure relative to the most stable one, in kJ/mol, is as follows: a 0.0; b 34.8.


a.
18
Properties=species:S:1:pos:R:3:lowdin_charge:R:1 method="wB97M-V/def2-TZVPD" homo_ev=-8.8960 e_lumo_ev=0.806 smiles=CNCN.O.O gap_ev=9.70
C -1.632 1.489 -0.529 -0.13
N -0.256 1.538 -0.821 -0.18
C 0.628 0.679 -0.176 -0.34
N 0.348 -0.780 -0.387 0.02
H -2.003 2.376 -0.046 0.07
H -2.277 1.368 -1.452 0.11
H -1.981 0.731 0.066 0.04
H 0.174 1.744 -1.757 0.16
H 0.642 0.818 0.952 0.13
H 1.625 0.893 -0.643 0.13
H 0.318 -1.019 -1.330 0.03
H -0.510 -0.953 0.115 0.05
H 0.904 -7.049 0.679 0.05
H 1.289 -5.650 1.406 0.02
O 0.743 -6.425 1.422 -0.07
H 0.634 3.955 1.054 0.04
H 0.113 3.214 -0.011 -0.08
O 0.063 4.082 0.285 -0.05


b.
18
Properties=species:S:1:pos:R:3:lowdin_charge:R:1 method="wB97M-V/def2-TZVPD" homo_ev=-9.2655 e_lumo_ev=0.489 smiles=NCCN.O.O gap_ev=9.75
N -1.593 -0.608 2.202 -0.04
C -1.256 0.799 1.708 -0.26
C 0.343 0.967 1.562 -0.28
N 0.905 0.331 0.318 -0.04
H -2.572 -0.635 2.148 0.02
H -1.023 -1.274 1.489 0.11
H -1.578 1.530 2.407 0.08
H -1.760 0.880 0.720 0.08
H 0.532 2.051 1.414 0.09
H 0.845 0.751 2.577 0.12
H 1.348 1.228 -0.110 0.10
H 1.716 -0.212 0.602 0.05
H -2.381 -0.094 -1.827 0.03
H -1.904 -1.017 -0.747 -0.02
O -2.673 -0.710 -1.170 -0.03
H 4.457 -1.352 -4.569 0.04
H 3.079 -1.106 -4.010 0.00
O 3.514 -1.531 -4.714 -0.04


c.
18
Properties=species:S:1:pos:R:3:lowdin_charge:R:1 method="wB97M-V/def2-TZVPD" homo_ev=-8.5731 e_lumo_ev=0.798 smiles=NCCN.O.O gap_ev=9.37
C 0.455 -0.425 -1.312 -0.34
C 1.325 -1.063 -0.249 -0.26
N 0.611 -1.972 0.788 -0.03
N 0.179 0.970 -1.196 -0.04
H 1.153 -0.655 -2.162 0.11
H -0.516 -0.959 -1.406 0.12
H 2.090 -1.752 -0.661 0.09
H 1.905 -0.286 0.303 0.11
H 0.055 -2.636 0.242 0.05
H 0.183 -1.265 1.400 0.02
H 1.035 1.515 -1.134 0.08
H -0.471 1.203 -2.042 0.14
H -2.282 -0.789 1.817 0.05
H -1.794 0.672 1.654 0.07
O -1.438 -0.301 1.742 -0.12
H -0.526 3.221 1.114 0.03
H -0.809 1.991 0.175 0.00
O -1.155 2.531 0.926 -0.09


d.
18
Properties=species:S:1:pos:R:3:lowdin_charge:R:1 method="wB97M-V/def2-TZVPD" homo_ev=-9.9362 e_lumo_ev=0.734 smiles=CNCN.O.O gap_ev=10.67
C -0.111 1.273 1.667 -0.10
N 0.225 1.206 0.217 -0.14
C 0.766 -0.061 -0.226 -0.33
N -0.215 -1.036 -0.668 0.01
H -1.182 1.131 1.847 0.07
H 0.157 2.260 2.023 0.08
H 0.466 0.521 2.202 0.07
H 0.894 1.956 0.061 0.11
H 1.411 0.154 -1.078 0.12
H 1.425 -0.590 0.468 0.11
H -0.815 -0.619 -1.373 0.07
H -0.796 -1.309 0.118 0.09
H 1.123 -2.535 -0.573 -0.03
H 1.842 -3.227 -1.712 0.03
O 1.679 -3.309 -0.765 -0.09
H -1.609 1.204 -0.373 -0.03
H -2.731 1.901 -1.156 0.04
O -2.529 1.080 -0.680 -0.09


The energy of each structure relative to the most stable one, in kJ/mol, is as follows: a 110.0; b 124.0; c 80.7; d 0.0.